1.
Formula: C32H50F8N3O10PS
Source: the OMol25 dataset
Level of theory: the ωB97M-V functional and the def2-TZVPD basis

Calculated values
E   -100802.0892 eV
Max |F|   4.20 eV/A
Molar mass   851.79 g/mol
Frontier orbital gap   0.265 Ha
Highest occupied orbital energy   -8.71 eV

The geometry in XYZ format:
```
105
Properties=species:S:1:pos:R:3:lowdin_charge:R:1
N -2.743 -0.850 -5.098 -0.179
P -3.542 0.508 -5.309 0.617
O -3.281 1.162 -6.831 -0.183
O -5.144 0.107 -5.281 -0.184
C -2.970 1.667 -3.970 -0.083
C -1.510 2.183 -3.935 0.000
C -0.397 1.850 -4.952 -0.307
F -0.662 0.896 -5.899 0.079
F 0.687 1.329 -4.203 0.069
C 0.237 3.115 -5.743 -0.251
F -0.272 4.328 -5.335 0.119
F 1.624 3.103 -5.562 0.100
C 0.058 3.059 -7.329 -0.401
F -1.232 2.965 -7.747 0.151
F 0.513 4.299 -7.792 0.103
F 0.906 2.143 -7.949 0.117
C -1.154 3.042 -2.791 -0.060
C 0.267 3.635 -2.516 -0.097
C 0.876 2.774 -1.294 -0.145
F 2.070 2.119 -1.749 -0.096
C -2.181 3.427 -1.734 -0.254
N -1.891 4.229 -0.632 -0.204
S -3.362 4.327 0.157 0.995
N -4.434 3.386 -0.745 -0.195
C -3.609 2.963 -1.776 -0.259
C -3.946 2.044 -2.942 -0.194
O -5.277 1.587 -2.930 -0.010
H -2.131 -0.767 -4.281 -0.017
H -3.271 0.399 -7.454 0.089
H -5.269 -0.742 -4.814 0.085
H 0.194 4.689 -2.114 0.123
H 1.000 3.522 -3.349 0.098
H 0.151 1.963 -1.028 0.105
H 1.076 3.426 -0.406 0.114
H -5.785 2.195 -3.509 0.128
C 0.062 0.089 3.329 -0.013
C 0.495 1.253 2.479 -0.481
O 0.046 1.421 1.362 0.039
C 1.507 2.198 3.067 -0.010
H -0.668 -0.507 2.779 0.074
H 0.924 -0.540 3.563 0.083
H -0.403 0.453 4.247 0.055
H 2.430 1.658 3.289 0.052
H 1.107 2.654 3.975 0.091
H 1.726 2.988 2.346 0.077
C 0.395 -1.359 -8.462 -0.018
C -0.558 -1.759 -9.558 -0.504
O -1.731 -1.966 -9.331 0.058
C 0.005 -1.892 -10.951 -0.027
H -0.144 -1.302 -7.516 0.074
H 1.187 -2.104 -8.369 0.088
H 0.822 -0.378 -8.682 0.073
H 0.781 -2.660 -10.966 0.084
H 0.416 -0.936 -11.279 0.084
H -0.791 -2.185 -11.636 0.081
C 5.299 0.225 6.132 -0.022
C 4.913 0.070 4.684 -0.486
O 3.784 0.306 4.304 0.047
C 5.982 -0.390 3.728 -0.012
H 4.433 0.561 6.704 0.081
H 5.632 -0.734 6.533 0.085
H 6.092 0.969 6.228 0.087
H 6.345 -1.377 4.023 0.091
H 6.805 0.327 3.718 0.089
H 5.564 -0.458 2.723 0.070
C -2.616 0.815 7.912 -0.022
C -2.883 0.770 6.432 -0.488
O -2.039 1.106 5.627 0.048
C -4.240 0.289 5.988 -0.020
H -1.602 1.179 8.085 0.084
H -3.320 1.495 8.396 0.086
H -2.705 -0.186 8.336 0.065
H -5.016 0.946 6.387 0.085
H -4.402 -0.735 6.329 0.087
H -4.292 0.308 4.899 0.082
C 3.163 -1.059 0.326 -0.009
C 3.678 -2.022 -0.711 -0.495
O 4.665 -2.701 -0.505 0.050
C 2.920 -2.107 -2.007 -0.018
H 3.803 -1.099 1.209 0.063
H 3.178 -0.041 -0.071 0.084
H 2.147 -1.334 0.617 0.074
H 2.926 -1.136 -2.506 0.085
H 1.895 -2.428 -1.816 0.046
H 3.400 -2.839 -2.658 0.085
C -0.339 -3.732 1.198 -0.016
C -0.613 -3.771 -0.283 -0.484
O 0.228 -3.436 -1.090 0.059
C -1.974 -4.245 -0.723 -0.019
H 0.677 -3.372 1.368 0.075
H -1.038 -3.051 1.688 0.081
H -0.431 -4.734 1.621 0.087
H -2.746 -3.587 -0.318 0.086
H -2.139 -5.270 -0.385 0.085
H -2.031 -4.221 -1.812 0.085
C 0.182 -2.175 10.739 -0.023
C -0.204 -2.333 9.291 -0.497
O -1.331 -2.100 8.910 0.054
C 0.867 -2.791 8.335 -0.021
H -0.685 -1.841 11.310 0.083
H 0.518 -3.133 11.141 0.086
H 0.973 -1.428 10.834 0.086
H 1.233 -3.776 8.631 0.086
H 1.688 -2.071 8.324 0.084
H 0.449 -2.860 7.330 0.083
```

---

2.
Formula: C32H51AuN3O3P
Source: the OMol25 dataset
Level of theory: the ωB97M-V functional and the def2-TZVPD basis

Calculated values
E   -57594.1617 eV
Max |F|   0.85 eV/A
Molar mass   753.72 g/mol
Frontier orbital gap   0.300 Ha
Total charge   +2
Highest occupied orbital energy   -14.88 eV

The geometry in XYZ format:
```
91
Properties=species:S:1:pos:R:3:lowdin_charge:R:1
Au 1.174 -0.318 0.045 1.214
O -0.632 1.613 0.648 -0.143
C -0.137 2.901 1.045 -0.222
C -0.063 2.914 2.552 -0.145
C 0.737 1.726 3.093 -0.129
C 2.146 1.678 2.570 -0.250
C 3.142 2.402 3.219 0.013
C 4.434 2.409 2.733 -0.012
C 4.725 1.677 1.590 -0.024
C 3.703 0.976 0.992 -0.124
N 2.447 0.967 1.469 0.016
H -0.911 1.674 -0.279 0.052
H -0.799 3.687 0.681 0.136
H 0.856 3.059 0.606 0.118
H -1.072 2.879 2.965 0.128
H 0.386 3.853 2.884 0.130
H 0.213 0.805 2.845 0.076
H 0.783 1.793 4.181 0.130
H 2.885 2.964 4.107 0.132
H 5.205 2.978 3.234 0.127
H 5.719 1.652 1.169 0.122
H 3.882 0.401 0.093 0.101
N -0.736 -2.757 5.364 0.186
C -0.328 -2.293 4.181 -0.278
C -1.227 -1.713 3.262 0.032
C -0.769 -1.258 2.059 -0.143
N 0.525 -1.349 1.685 -0.129
C 1.404 -1.866 2.572 -0.132
C 1.029 -2.343 3.794 0.027
H -1.701 -2.705 5.642 0.130
H -0.088 -3.159 6.020 0.130
H -2.276 -1.607 3.502 0.133
H -1.441 -0.776 1.362 0.102
H 2.443 -1.873 2.282 0.110
H 1.782 -2.748 4.456 0.132
C 2.998 -5.612 -0.034 -0.175
C 1.888 -5.205 0.930 -0.179
C 0.826 -4.361 0.207 -0.175
C 1.482 -3.468 -0.870 -0.392
C 2.917 -3.108 -0.452 -0.218
C 3.785 -4.373 -0.497 -0.161
P 0.513 -2.021 -1.414 1.096
C -1.266 -2.279 -1.055 -0.391
C -2.009 -3.462 -1.726 -0.168
C -2.741 -3.130 -3.026 -0.183
C -3.592 -1.871 -2.905 -0.181
C -2.727 -0.703 -2.454 -0.180
C -2.114 -0.995 -1.089 -0.208
C 0.953 -1.709 -3.156 -0.369
C 2.429 -1.409 -3.479 -0.195
C 2.584 -1.388 -5.000 -0.165
C 2.431 -2.805 -5.583 -0.169
C 1.636 -3.705 -4.635 -0.186
C 0.476 -2.943 -3.998 -0.180
H 2.558 -6.127 -0.892 0.120
H 3.670 -6.329 0.434 0.119
H 2.321 -4.638 1.760 0.106
H 1.410 -6.078 1.374 0.122
H 0.270 -3.768 0.938 0.086
H 0.105 -5.024 -0.273 0.115
H 1.558 -4.047 -1.800 0.114
H 2.884 -2.711 0.561 0.068
H 3.349 -2.322 -1.071 0.090
H 4.660 -4.223 0.137 0.120
H 4.161 -4.519 -1.512 0.116
H -1.154 -2.567 -0.004 0.071
H -2.760 -3.768 -0.991 0.132
H -1.355 -4.327 -1.853 0.099
H -3.353 -3.990 -3.299 0.127
H -2.037 -2.984 -3.845 0.088
H -4.398 -2.026 -2.182 0.123
H -4.067 -1.653 -3.862 0.122
H -3.309 0.217 -2.386 0.126
H -1.939 -0.511 -3.190 0.107
H -2.931 -1.145 -0.375 0.132
H -1.537 -0.136 -0.755 0.050
H 0.354 -0.835 -3.427 0.100
H 3.079 -2.189 -3.078 0.103
H 2.743 -0.472 -3.038 0.091
H 3.553 -0.967 -5.264 0.119
H 1.833 -0.714 -5.423 0.121
H 3.411 -3.246 -5.762 0.117
H 1.931 -2.758 -6.551 0.118
H 2.295 -4.111 -3.862 0.100
H 1.237 -4.569 -5.167 0.125
H -0.139 -3.631 -3.418 0.079
H -0.168 -2.561 -4.793 0.128
O 1.902 0.850 -1.398 -0.241
C 1.069 1.494 -2.173 -0.450
O -0.141 1.405 -2.157 0.013
H 1.609 2.144 -2.876 0.161
```